# 1
DFT (ωB97M-V/def2-TZVPD) results for a 10-piece molecular cluster, C44H58F32N6O4 overall in a non-equilibrium geometry.

## Properties
charge	0
highest occupied orbital energy	-10.446	eV
lowest unoccupied orbital energy	0.2	eV
total energy	-150655.4260	eV

Element x y z (Å)
F -1.5224 0.2531 4.6516
C -0.8466 0.3954 5.8128
F -0.7205 1.7363 6.0572
C -1.5436 -0.2790 7.0077
F -2.6372 0.4086 7.4198
F -0.6645 -0.2588 8.0539
C -1.9674 -1.6813 6.6612
O -0.7722 -2.3342 6.2152
C -0.8300 -3.7119 5.8932
F -1.2521 -4.3482 6.9961
F -1.6789 -3.8328 4.8744
C 0.6426 -4.0965 5.5567
F 0.6384 -5.3700 5.1075
F 1.1536 -3.3145 4.6019
H 0.1729 0.0045 5.7309
H -2.6965 -1.7245 5.8505
H -2.3832 -2.2101 7.5212
H 1.1991 -3.9573 6.4849
F 4.5469 2.9293 -1.1259
C 4.2812 4.2498 -0.8983
F 5.4453 4.9337 -1.0700
C 3.2130 4.7512 -1.8736
F 3.0292 6.0887 -1.7793
F 2.0910 4.0812 -1.4727
C 3.3997 4.4211 -3.3768
O 4.6457 4.9092 -3.8055
C 5.5427 4.0234 -4.3736
F 5.6307 2.9102 -3.6203
F 5.0472 3.6604 -5.5754
C 6.9018 4.7220 -4.4431
F 7.3527 4.9946 -3.2006
F 7.8399 3.9838 -5.0829
H 3.8939 4.3321 0.1257
H 2.5594 4.8996 -3.8815
H 3.2194 3.3541 -3.5203
H 6.8391 5.6957 -4.9356
F 0.8489 -1.7598 1.1479
C 0.9627 -0.5273 0.5736
F -0.1451 -0.2502 -0.1467
C 1.2840 0.5038 1.6613
F 2.4304 0.0822 2.2777
F 0.3665 0.5487 2.6613
C 1.5434 1.9278 1.1989
O 0.7049 2.2552 0.1060
C -0.4548 2.9471 0.3800
F -1.1296 2.5113 1.4650
F -0.0909 4.2130 0.7597
C -1.3148 2.8951 -0.8489
F -2.3869 3.6949 -0.8390
F -0.5552 3.2054 -1.9402
H 1.8180 -0.6536 -0.0983
H 2.5801 2.1136 0.9205
H 1.4460 2.5076 2.1211
H -1.6506 1.8684 -1.0178
F -5.0909 5.6152 -1.5247
C -4.3576 5.1530 -0.4837
F -3.9878 6.2691 0.2560
C -5.0629 4.1911 0.4467
F -5.7654 3.3044 -0.3305
F -6.0836 4.8125 1.1327
C -4.0870 3.5724 1.4452
O -4.7137 2.9316 2.5077
C -4.1409 3.1827 3.7739
F -2.8141 2.9909 3.6564
F -4.3583 4.4678 4.0808
C -4.8501 2.1692 4.7061
F -4.4298 2.2627 5.9848
F -6.1937 2.2421 4.5950
H -3.3989 4.7790 -0.8686
H -3.4717 4.4033 1.7994
H -3.4303 2.9383 0.8397
H -4.5981 1.1645 4.3431
C 1.6242 -4.0442 -1.0532
C 0.9396 -5.0525 -0.1384
C -0.5936 -5.0087 -0.1355
C -1.2207 -5.2093 -1.4386
N -1.7443 -5.2835 -2.4554
H 1.2987 -4.0252 -2.0926
H 2.7138 -4.0620 -1.0995
H 1.4191 -3.0850 -0.5691
H 1.3230 -5.0940 0.8750
H 1.2150 -5.9735 -0.6692
H -0.9018 -4.0182 0.2196
H -0.9660 -5.6871 0.6320
C 4.0220 -3.6200 2.9131
C 3.5658 -5.0232 2.5552
C 4.1803 -6.1825 3.2954
C 5.6573 -6.2500 3.1649
N 6.8002 -6.2756 3.1090
H 5.0768 -3.4076 2.7535
H 3.8783 -3.4864 3.9934
H 3.3060 -2.9328 2.4662
H 3.6707 -5.1056 1.4681
H 2.4867 -5.0350 2.7330
H 3.8247 -7.2047 3.1683
H 4.0286 -5.9898 4.3651
C 4.8354 -0.6634 -4.1441
C 6.1837 -0.8612 -3.4545
C 6.1866 -0.2267 -2.0722
C 5.1205 -0.6749 -1.1825
N 4.2837 -1.0811 -0.5100
H 4.0402 -1.3334 -3.8181
H 4.9529 -1.0051 -5.1789
H 4.5642 0.3897 -4.1890
H 6.9899 -0.4430 -4.0580
H 6.4450 -1.9194 -3.3890
H 6.2574 0.8617 -2.0668
H 7.0732 -0.5584 -1.5151
C -7.0329 2.6556 -5.2979
C -5.9926 1.5957 -5.6910
C -5.7562 0.5641 -4.5807
C -4.6119 0.9165 -3.7001
N -3.7231 1.1544 -3.0139
H -6.6963 3.4520 -4.6265
H -7.9005 2.2745 -4.7602
H -7.2631 3.1718 -6.2310
H -5.0898 2.0708 -6.0668
H -6.4616 1.0878 -6.5351
H -5.4462 -0.4016 -4.9946
H -6.6201 0.2718 -3.9858
C -3.2648 -3.0832 2.1677
C -2.7865 -2.1466 1.0353
C -3.7770 -0.9430 0.9397
C -3.9648 -0.3040 2.2487
N -4.0478 0.2296 3.2601
H -4.2929 -3.4254 2.1622
H -2.8861 -2.6896 3.1084
H -2.6057 -3.9438 1.9952
H -2.7575 -2.5909 0.0400
H -1.8170 -1.6786 1.2037
H -4.6831 -1.1997 0.3969
H -3.2814 -0.1386 0.3839
C -1.2035 -2.2404 -4.9497
C -1.0582 -0.7385 -4.7078
C 0.2409 -0.3102 -4.0124
C 1.1976 0.4356 -4.8269
N 1.9177 1.0122 -5.5091
H -0.3247 -2.6021 -5.4930
H -2.0741 -2.4667 -5.5634
H -1.2473 -2.8396 -4.0394
H -1.7852 -0.4776 -3.9310
H -1.4247 -0.1886 -5.5720
H 0.7169 -1.2203 -3.6254
H 0.0741 0.1560 -3.0388

Forces on atoms 1 to 2 (eV/Å):
-0.07 -0.23 0.47
0.82 1.01 0.30

=====

# 2
DFT (ωB97M-V/def2-TZVPD) results for C44H58FeN4P2S3Si as an isolated structure in a non-equilibrium geometry.

## Properties
charge	0
ΔE to the lowest compared entry with this formula, charge and spin	74.8	kJ/mol
highest occupied orbital energy (alpha / beta)	-7.178 / -7.650	eV
lowest unoccupied orbital energy (alpha / beta)	0.1 / -0.4	eV
total energy	-145877.1997	eV
⟨S²⟩	6.026
2S+1	5

Element x y z (Å)
Fe -0.8810 -1.1098 -0.5274
C -2.8851 7.3189 0.1933
S -1.5799 6.8550 1.3905
C -1.9768 5.2507 1.9477
C -1.7913 4.2219 0.8682
C -2.2528 2.8726 1.2344
N -1.7603 1.8616 0.2816
P -2.7000 0.6192 -0.4052
C -4.0672 0.3807 0.8307
C -3.7235 0.2008 2.1729
C -4.7243 0.0060 3.1217
C -6.0658 0.0753 2.8013
C -6.3925 0.1992 1.4442
C -5.3906 0.4526 0.4778
C -3.5776 1.2956 -1.8498
C -3.5207 0.5428 -2.9950
C -3.9553 1.0886 -4.2105
C -4.3008 2.4346 -4.3054
C -4.1829 3.2785 -3.1907
C -3.8323 2.6829 -1.9134
P -0.2124 1.1366 0.5684
C 0.2528 1.1666 2.3351
C 0.7908 2.3569 2.8286
C 0.9074 2.6581 4.1486
C 0.6364 1.7278 5.1025
C 0.1832 0.4585 4.6514
C -0.0312 0.1975 3.3007
C 1.0266 2.3967 -0.0554
C 0.6619 3.2110 -1.1348
C 1.6098 4.0596 -1.7114
C 2.9510 3.9648 -1.3437
C 3.3327 2.9564 -0.4616
C 2.3616 2.1898 0.1924
H -2.6736 8.3847 -0.0608
H -3.8797 7.2831 0.5333
H -2.7085 6.6778 -0.7213
H -3.0263 5.2483 2.2803
H -1.3848 5.0246 2.8343
H -0.7281 4.2619 0.6073
H -2.2362 4.4836 -0.0673
H -3.3570 2.8766 1.2220
H -2.0134 2.6004 2.2034
H -2.7636 0.2923 2.5497
H -4.4188 -0.1104 4.1422
H -6.8047 0.0048 3.5926
H -7.3965 0.2593 1.1835
H -5.6630 0.6205 -0.5791
H -3.2868 -0.5383 -2.8632
H -4.0500 0.4647 -5.1107
H -4.5832 2.8747 -5.2458
H -4.3534 4.2995 -3.4094
H -3.6844 3.2678 -1.0206
H 1.1041 3.0982 2.0889
H 1.3165 3.6075 4.3864
H 0.8186 1.8317 6.1682
H -0.1078 -0.3526 5.2744
H -0.5620 -0.7183 3.0718
H -0.3824 3.2891 -1.3293
H 1.3374 4.7592 -2.5455
H 3.6799 4.4593 -1.8919
H 4.4139 2.8008 -0.2954
H 2.6079 1.4169 0.9150
C 3.2131 -5.2801 3.0018
C 3.8138 -4.0332 2.6388
C 4.4816 -3.8545 1.4576
C 5.1013 -2.5580 1.3428
N 4.8341 -1.5321 2.1224
C 4.0582 -1.6678 3.1994
S 3.7000 -0.4098 4.1747
N 3.5814 -2.9527 3.4446
C 6.0113 -2.2678 0.1757
H 3.7095 -5.6398 3.9200
H 3.1639 -6.0009 2.2201
H 2.1301 -5.1495 3.2778
H 4.6528 -4.6521 0.6914
H 2.9711 -3.1473 4.2378
H 5.7633 -3.0458 -0.5838
H 7.0090 -2.3805 0.5081
H 5.8844 -1.2790 -0.2209
S -0.5462 -3.7190 3.2219
C -0.9383 -2.9453 1.8864
N -1.2926 -2.2978 0.9967
C -0.3314 -2.3336 -4.1815
Si 0.3115 -2.3296 -2.3300
C 0.4875 -4.2357 -1.9267
C 1.0939 -5.0607 -3.1185
C -0.8405 -4.8481 -1.4198
C 1.5049 -4.2523 -0.8483
C 1.9836 -1.3906 -2.3195
C 2.7957 -1.1445 -1.0606
C 1.5545 0.0203 -2.8398
C 2.8710 -1.9352 -3.5311
H 0.3883 -2.9352 -4.7420
H -0.3860 -1.3545 -4.5781
H -1.2633 -2.9507 -4.2949
H 0.2514 -5.3586 -3.8067
H 1.6144 -5.9498 -2.7685
H 1.7830 -4.4001 -3.6495
H -1.4561 -5.0998 -2.2601
H -1.3664 -4.3611 -0.6271
H -0.6479 -5.8553 -0.9064
H 2.4797 -3.8686 -1.1247
H 1.7236 -5.3088 -0.5579
H 1.2133 -3.6913 0.0999
H 2.1263 -0.8234 -0.1835
H 3.5368 -0.3471 -1.2902
H 3.3440 -2.0368 -0.7658
H 1.0131 0.5923 -2.0592
H 1.0486 0.1423 -3.8316
H 2.4908 0.6130 -2.9667
H 3.0252 -3.0025 -3.4137
H 3.8445 -1.4343 -3.6115
H 2.3800 -1.7222 -4.5002

Forces on atoms 1 to 2 (eV/Å):
-0.19 -0.14 0.07
2.24 -0.25 -1.45

=====

# 3
DFT (ωB97M-V/def2-TZVPD) results for C44H59F15N13RbS as an isolated structure.

## Properties
charge	-2
ΔE to the lowest compared entry with this formula, charge and spin	0.0	kJ/mol
highest occupied orbital energy	-1.969	eV
lowest unoccupied orbital energy	3.5	eV
total energy	-118207.6329	eV

Element x y z (Å)
Rb -0.2629 -0.0072 -0.1900
C -2.4188 1.6335 -3.0698
N -1.5695 2.7470 -3.4577
C -1.5992 3.0703 -4.8712
C -0.4774 3.0647 -2.6797
N -0.1263 2.3118 -1.7094
C 0.8273 2.7760 -0.7137
C 2.1967 2.0588 -0.8213
N 2.3516 0.8796 0.0427
C 2.9323 1.2101 1.3405
C 2.1375 2.2426 2.1222
N 0.8110 1.7330 2.3979
C 0.1386 2.1833 3.3884
N 0.4839 3.2808 4.2261
C 1.2180 2.9408 5.4334
C 0.8449 4.5264 3.5847
N -1.0054 1.5451 3.7866
C -2.0631 2.1746 4.5442
C -1.3839 0.3129 3.1223
C 3.1225 -0.1442 -0.6719
C 3.4112 -1.4412 0.0745
N 2.2570 -2.2815 0.3496
C 2.2103 -3.4662 -0.1278
N 1.4783 -4.4396 0.5278
C 1.1806 -4.3135 1.9448
C 0.8895 -5.5753 -0.1374
N 2.8634 -3.9380 -1.2747
C 2.9598 -3.1183 -2.4624
C 3.7512 -5.0659 -1.1788
N 0.1391 4.2970 -2.9799
C -0.6494 5.4521 -3.3356
C 1.5231 4.3195 -3.3908
H -2.0714 0.6939 -3.5178
H -3.4381 1.8276 -3.4128
H -2.4274 1.5162 -1.9901
H -2.4617 3.6981 -5.1203
H -1.6673 2.1524 -5.4598
H -0.6911 3.5863 -5.1732
H 0.3985 2.5428 0.2630
H 0.9705 3.8602 -0.7762
H 3.0045 2.7818 -0.6186
H 2.3152 1.7302 -1.8542
H 3.9684 1.5810 1.2115
H 2.9617 0.3133 1.9588
H 2.0982 3.1815 1.5555
H 2.7077 2.4514 3.0337
H 1.0540 1.8928 5.6843
H 0.8886 3.5545 6.2791
H 2.2995 3.0879 5.3139
H 1.9095 4.5992 3.3277
H 0.6122 5.3587 4.2567
H 0.2582 4.6560 2.6737
H -1.7101 3.0996 4.9902
H -2.3978 1.4981 5.3361
H -2.9237 2.3934 3.8988
H -0.4784 -0.1731 2.7682
H -2.0664 0.5065 2.2831
H -1.8775 -0.3422 3.8458
H 4.1028 0.2711 -0.9768
H 2.5733 -0.3882 -1.5831
H 3.8725 -1.2127 1.0376
H 4.1818 -1.9655 -0.5052
H 1.6028 -5.1667 2.4919
H 0.1003 -4.3083 2.1162
H 1.5892 -3.3882 2.3448
H 1.2893 -6.5181 0.2590
H 1.0830 -5.5313 -1.2063
H -0.1953 -5.5833 0.0173
H 2.1748 -2.3613 -2.4544
H 2.7996 -3.7445 -3.3470
H 3.9407 -2.6332 -2.5704
H 3.5729 -5.5994 -0.2451
H 4.8052 -4.7536 -1.1986
H 3.5956 -5.7660 -2.0094
H -1.6817 5.3036 -3.0229
H -0.6417 5.6613 -4.4153
H -0.2616 6.3390 -2.8246
H 1.6192 4.4577 -4.4783
H 2.0042 3.3797 -3.1345
H 2.0677 5.1334 -2.8987
C -1.4763 -2.6070 0.6932
N -2.2363 -1.9727 -0.3726
C -2.1848 -2.7314 -1.6202
C -0.7868 -2.9410 -2.2164
N -0.0952 -1.7556 -2.6892
C -0.2797 -1.3118 -3.9205
C 0.5644 -0.2518 -4.3994
F 1.5164 0.2263 -3.5668
C 0.5049 0.2959 -5.6540
F 1.3494 1.2923 -5.9926
C -0.4115 -0.1543 -6.5928
F -0.4746 0.3860 -7.8342
C -1.2535 -1.1718 -6.2024
F -2.1648 -1.6355 -7.0817
C -1.1957 -1.7246 -4.9363
F -2.1191 -2.6901 -4.6713
C -3.6165 -1.7125 0.0335
C -4.1933 -0.4323 -0.5494
N -3.4783 0.6939 0.0144
C -3.9677 1.9176 -0.0501
C -5.1759 2.4122 -0.6260
F -6.0410 1.5518 -1.2340
C -5.5329 3.7478 -0.6517
F -6.7074 4.1035 -1.2161
C -4.7263 4.7294 -0.1201
F -5.1008 6.0334 -0.1156
C -3.5267 4.3189 0.4428
F -2.7012 5.2454 0.9723
C -3.1701 2.9959 0.4655
F -1.9678 2.6916 1.0017
H -0.4142 -2.6421 0.4417
H -1.5754 -2.0198 1.6115
H -1.8195 -3.6352 0.9041
H -2.8025 -2.2152 -2.3572
H -2.6313 -3.7370 -1.4669
H -0.8964 -3.7155 -2.9849
H -0.1497 -3.3843 -1.4456
H -3.6331 -1.5897 1.1188
H -4.2598 -2.5758 -0.2114
H -5.2675 -0.4354 -0.3280
H -4.1084 -0.4681 -1.6499
F -1.5284 -1.5151 8.9837
C -0.7339 -1.4860 7.8946
C -1.0434 -2.2227 6.7706
F -2.1522 -2.9867 6.7743
C -0.2248 -2.1807 5.6581
F -0.6041 -2.9325 4.6107
C 0.9520 -1.4176 5.5795
S 1.9367 -1.3557 4.1651
C 1.2168 -0.6910 6.7512
F 2.3071 0.0949 6.8212
C 0.4113 -0.7186 7.8736
F 0.7346 0.0065 8.9640

Forces on atoms 1 to 2 (eV/Å):
-0.38 -0.14 0.20
0.05 0.00 -0.08